The following is a quantum chemistry calculation of a molecular structure, C5H29N2O9, from the OMol25 dataset.

Summary:
HOMO = -0.235 Ha
Frontier orbital gap = 0.3457 hartree
Net charge = -1

Cartesian coordinates (Å):
C1 0.56516 0.99414 -0.74280
N1 -0.26378 -0.23840 -1.07532
C2 -1.23063 0.00720 -2.25293
N2 -2.49312 -0.80007 -2.19422
C3 1.87338 0.62417 0.12163
C4 2.27857 1.69035 1.08154
C5 1.17764 1.58096 2.31613
O1 0.27750 2.62140 2.52790
H1 0.12663 1.69199 -0.04930
H2 0.84791 1.75564 -1.51165
H3 0.43442 -0.82545 -1.44014
H4 -0.75865 -0.16718 -3.20963
H5 -1.51976 1.18327 -2.26119
H6 -2.28292 -1.75230 -1.80154
H7 -3.08961 -0.45293 -1.43778
H8 1.79011 -0.26314 0.64310
H9 2.82149 0.49848 -0.58967
H10 2.26357 2.71093 0.73735
H11 3.18685 1.40897 1.56214
H12 0.59679 0.76369 2.10945
H13 1.59622 1.55657 3.31445
H14 -2.81947 2.05884 2.62197
H15 -3.14014 3.26898 0.95815
O2 -3.43746 1.82077 1.86337
H16 -2.98484 0.95582 1.41036
H17 -1.07521 -0.39751 0.35329
O3 -1.79474 -0.21617 1.10743
H18 3.26382 -0.50209 -2.45540
H19 2.25873 -1.76222 -1.69374
O4 2.50832 -1.03321 -2.58259
H20 1.33403 -3.04079 -1.45651
H21 1.36498 -2.65906 0.80779
O5 1.73754 -2.53506 -0.79632
H22 -1.13649 -3.36539 2.88357
H23 -1.69618 -1.02304 1.57959
O6 -1.25837 -2.29236 2.95171
H24 -0.46329 2.73649 1.97693
H25 -2.51889 2.46216 -0.10930
O7 -2.46605 3.39720 0.21989
H26 1.25050 -1.33311 -3.67835
H27 -0.20600 -1.82384 -3.99815
O8 0.64537 -1.67528 -4.32658
H28 -0.46326 -2.01825 2.50618
H29 1.86935 -2.69844 2.20018
O9 1.02996 -2.91273 1.80899

The following is a quantum chemistry calculation of a molecular structure, C5H2Br6O, from the OMol25 dataset.

Summary:
HOMO (spin up / spin down) = -0.220 / -0.358 Ha
Frontier orbital gap (spin up / spin down) = 0.2073 / 0.1854 hartree
Spin multiplicity = 3

Cartesian coordinates (Å):
C1 -0.62049 -1.31105 0.04491
C2 -1.37633 0.00757 0.05339
C3 0.87347 -1.02734 0.14922
C4 -0.35493 1.13575 0.15696
C5 0.94210 0.55213 -0.39268
O1 -1.09279 -2.39835 -0.06293
Br1 1.93991 -2.24650 -0.89044
Br2 1.44125 -1.17395 2.00508
Br3 -0.15724 1.74028 2.01187
Br4 -0.91150 2.73073 -0.84350
Br5 0.81037 0.42380 -2.33976
Br6 2.55105 1.46544 0.10541
H1 -1.95188 0.08069 -0.87471
H2 -2.09300 0.02079 0.87719

The following is a quantum chemistry calculation of C5H2BrN in the gas phase, from the OMol25 dataset.

Summary:
HOMO = -0.370 Ha
SMILES string = BrC1=C=C=CC=N1
Frontier orbital gap = 0.3229 hartree

Cartesian coordinates (Å):
Br1 -3.55063 0.49416 -0.07765
C1 -1.36975 -0.03540 0.10851
C2 -0.86003 -1.27645 0.01814
C3 0.40805 -1.46144 -0.05028
C4 1.36282 -0.49980 -0.07225
C5 0.75045 0.77293 0.05871
N1 -0.54101 0.96547 0.13159
H1 2.42750 -0.61673 -0.19007
H2 1.37260 1.65726 0.07330

The following is a quantum chemistry calculation of a molecular structure, C5H2Cl2F30N2O12P4S4V3, from the OMol25 dataset.

Summary:
HOMO (spin up / spin down) = -0.281 / -0.281 Ha
Frontier orbital gap (spin up / spin down) = 0.1988 / 0.1676 hartree
Net charge = -1
Spin multiplicity = 11

Cartesian coordinates (Å):
V1 -1.25328 -0.05754 2.83424
V2 0.30504 -1.79627 0.13072
V3 -0.99727 1.45858 -0.50362
P1 -1.97303 -0.64264 0.45338
O1 -2.16018 0.77728 1.06678
O2 -0.58526 -0.03828 0.78767
O3 -1.16949 -0.62621 -0.83094
O4 -1.37510 -1.65834 1.48856
P2 0.63547 3.01787 2.34711
F1 0.00960 2.69911 0.86316
F2 -0.60349 2.10764 2.98252
F3 1.36645 1.57099 2.12649
F4 1.41990 3.09968 3.75917
F5 1.86738 3.91239 1.76721
F6 -0.26637 4.35259 2.73076
P3 2.63922 0.44464 -1.38013
F7 2.83732 1.40646 -0.08926
F8 4.21793 -0.01009 -1.25702
F9 2.12816 -0.72570 -0.37357
F10 2.20207 -0.65842 -2.53636
F11 1.11235 1.08530 -1.44525
F12 3.16135 1.50642 -2.49173
P4 -1.26074 2.99863 -3.16184
F13 -0.92677 4.44556 -3.81040
F14 0.25073 2.67207 -3.59317
F15 -0.93358 3.57405 -1.67539
F16 -1.71563 1.62246 -2.47848
F17 -2.74545 3.58995 -3.09946
F18 -1.67733 2.54625 -4.70186
C1 -1.49096 -1.72141 -3.81840
F19 -0.99008 -0.53141 -3.63372
F20 -2.50975 -1.96702 -2.93279
F21 -1.94247 -1.94088 -5.06578
S1 -0.13015 -2.98012 -3.38422
O5 0.40566 -2.65158 -2.03309
O6 -0.69824 -4.34195 -3.51754
N1 1.17478 -2.66283 -4.52854
S2 0.98556 -3.70354 -5.73871
O7 -0.40884 -4.01262 -6.12773
O8 1.82101 -3.32674 -6.86369
C2 1.75455 -5.25937 -5.08389
F22 3.10573 -5.12023 -5.28032
F23 1.49136 -5.40755 -3.77612
F24 1.32591 -6.28148 -5.82265
C3 2.25867 -2.45025 4.65111
F25 2.96492 -3.32407 3.92325
F26 1.09985 -2.96090 5.04595
F27 2.95886 -1.98516 5.73046
S3 1.68815 -0.87747 3.65761
O9 2.82273 0.11823 3.73364
O10 1.34188 -1.38936 2.33412
N2 0.15754 -0.10863 4.34128
S4 0.66376 0.32926 5.80035
O11 0.89989 -0.76562 6.70727
O12 1.72839 1.30226 5.71369
C4 -0.86581 1.29959 6.51634
F28 -1.09773 2.50571 6.03174
F29 -2.00686 0.65043 6.40315
F30 -0.64541 1.62922 7.79614
C5 -4.58330 3.14322 -0.10516
Cl1 -4.63478 1.49736 -0.90118
Cl2 -2.99918 3.55120 0.62689
H1 -4.76470 3.83278 -0.92959
H2 -5.39095 3.23653 0.62085

The following is a quantum chemistry calculation of C5H2ClFO in the gas phase, from the OMol25 dataset.

Summary:
HOMO = -0.356 Ha
SMILES string = O=C1C=C(F)C(Cl)=C1
Frontier orbital gap = 0.3170 hartree

Cartesian coordinates (Å):
O1 2.44417 -0.64732 -0.04963
C1 1.31163 -0.32456 0.01630
C2 0.78284 1.09432 -0.11600
C3 -0.54280 0.92462 -0.04347
F1 -1.62413 1.81747 0.12160
C4 -0.98992 -0.42423 0.15764
Cl1 -2.60604 -0.79558 -0.10808
C5 0.01947 -1.28818 0.11284
H1 1.45245 2.01260 -0.36427
H2 -0.24766 -2.36913 0.27307

The following is a quantum chemistry calculation of a molecular structure, C5H2F2NO2, from the OMol25 dataset.

Summary:
HOMO = -0.179 Ha
Frontier orbital gap = 0.2852 hartree
Net charge = -1

Cartesian coordinates (Å):
C1 1.64912 2.09145 -0.16973
C2 2.80767 -0.30261 0.30248
C3 0.27200 0.06898 -0.14652
C4 1.43153 0.65602 0.08824
C5 -2.06660 0.76510 -0.34908
N1 1.96370 3.21946 -0.24896
O1 2.91440 -0.34713 1.48875
O2 3.32134 -0.71407 -0.67978
F1 -2.68670 -0.28862 0.25544
F2 -1.96923 1.57758 0.70619
H1 0.14923 -0.99756 -0.00324
H2 -0.77984 0.48887 -0.36928

The following is a quantum chemistry calculation of C5H2F5P in the gas phase, from the OMol25 dataset.

Summary:
HOMO (spin up / spin down) = -0.217 / -0.387 Ha
Frontier orbital gap (spin up / spin down) = 0.2337 / 0.2839 hartree
Spin multiplicity = 3

Cartesian coordinates (Å):
C1 -1.44661 0.94007 -0.18090
C2 -1.60363 -0.56021 -0.25832
C3 -0.28800 1.38693 0.29071
C4 -0.51579 -1.12642 0.21856
C5 0.57201 -0.19262 0.51189
F1 -2.34138 1.78649 -0.68003
F2 -2.71484 -1.01103 -0.82001
F3 0.33765 2.54743 0.30823
F4 -0.19121 -2.35463 0.28079
F5 1.18849 -0.28686 1.76864
P1 1.85769 -0.07869 -0.86335
H1 2.37623 -1.36115 -0.85008
H2 2.76938 0.31069 0.27387

The following is a quantum chemistry calculation of C5H2O in the gas phase, from the OMol25 dataset.

Summary:
HOMO (spin up / spin down) = -0.374 / -0.374 Ha
SMILES string = O=CC=C1C#C1
Frontier orbital gap (spin up / spin down) = 0.3165 / 0.3165 hartree

Cartesian coordinates (Å):
O1 -2.05142 1.29646 -0.13369
C1 -0.92745 1.02610 0.16133
C2 -0.62495 -0.47117 0.60037
C3 0.62057 -0.71314 0.37639
C4 1.32642 -0.09243 -0.86266
C5 1.94758 -0.59208 0.18283
H1 -0.24990 1.81108 0.52406
H2 -1.44915 -1.14327 0.73646

The following is a quantum chemistry calculation of C5H2S in the gas phase, from the OMol25 dataset.

Summary:
HOMO = -0.338 Ha
SMILES string = C#CC#CC=S
Frontier orbital gap = 0.2897 hartree

Cartesian coordinates (Å):
C1 2.77864 -0.25273 0.89518
C2 1.64117 -0.16448 0.53470
C3 0.32970 -0.07776 0.10396
C4 -0.80783 0.02932 -0.25634
C5 -2.15945 0.12558 -0.70134
S1 -2.93267 1.50941 -1.01134
H1 3.81353 -0.34504 1.25294
H2 -2.66309 -0.82430 -0.81776

The following is a quantum chemistry calculation of 9 unconnected molecules or ions with the total composition C5H30N2O8S, from the OMol25 dataset.

Summary:
HOMO (spin up / spin down) = -0.477 / -0.476 Ha
Frontier orbital gap (spin up / spin down) = 0.3793 / 0.2055 hartree
Net charge = +1
Spin multiplicity = 2

Cartesian coordinates (Å):
C1 2.30102 -0.93764 -0.15663
N1 0.95541 -0.58307 -0.37673
C2 -0.05517 -1.52815 0.20013
C3 -1.15413 -1.76664 -0.86774
S1 -1.20244 -3.54072 -1.43385
C4 -0.49807 -0.89256 1.52301
N2 -1.93787 -0.73568 1.58395
C5 3.03623 0.05336 0.82955
H1 2.58999 -1.97932 0.05325
H2 2.88089 -0.60260 -1.07439
H3 0.74552 -0.11013 -1.25892
H4 0.52826 -2.46703 0.19923
H5 -2.08215 -1.29964 -0.56251
H6 -0.80776 -1.12476 -1.72895
H7 -0.84247 -3.53499 -2.68350
H8 -0.16477 -1.52125 2.39451
H9 -0.09968 0.06400 1.79933
H10 -2.11480 -0.16863 2.39315
H11 -2.43072 -1.61421 1.68210
H12 3.01177 1.12944 0.72964
H13 4.10317 -0.13056 0.57352
H14 2.89841 -0.20858 1.88783
H15 -1.17600 2.49309 -2.21807
H16 -1.48909 1.66944 -1.00701
O1 -0.77272 1.77574 -1.71103
H17 -1.87965 1.15490 4.45706
H18 -2.51755 -0.33043 4.45774
O2 -1.73381 0.20238 4.30643
H19 2.78804 1.91932 -2.23204
H20 1.42030 2.02191 -1.30196
O3 2.26375 2.38329 -1.56293
H21 -1.94235 3.30424 3.37658
H22 -2.42382 2.29067 2.48727
O4 -2.60877 2.59939 3.39237
H23 3.16653 -3.05415 -2.10944
H24 2.15537 -2.79170 -3.10820
O5 3.09426 -3.02949 -3.07456
H25 -0.17887 2.72420 0.33426
H26 0.64576 1.54617 0.66055
O6 -0.07221 2.07046 1.04070
H27 -2.62502 0.85833 0.42922
H28 -3.56588 0.98326 -0.71480
O7 -2.91209 1.52143 -0.23372
H29 -0.00150 0.50095 -2.99913
H30 0.35144 0.60949 -4.58409
O8 0.35325 0.07652 -3.79121

The following is a quantum chemistry calculation of 9 unconnected molecules or ions with the total composition C5H30N2O9, from the OMol25 dataset.

Summary:
HOMO = -0.317 Ha
SMILES string = CN[C@H](CN)CCO.O.O.O.O.O.O.O.O
Frontier orbital gap = 0.3305 hartree

Cartesian coordinates (Å):
C1 -0.83245 -3.95311 0.28857
N1 -1.79910 -2.89754 0.02237
C2 -1.29252 -1.86085 -0.86138
C3 -1.30916 -0.48428 -0.13186
N2 -0.58458 -0.46717 1.13348
C4 -2.08389 -1.60447 -2.16859
C5 -1.24184 -1.11501 -3.35579
O1 -1.43821 0.30071 -3.48849
H1 0.07251 -3.50429 0.68167
H2 -0.56691 -4.52989 -0.59548
H3 -1.21213 -4.65639 1.03181
H4 -2.61690 -3.26426 -0.44771
H5 -0.24740 -1.84603 -1.19505
H6 -0.97810 0.27297 -0.84209
H7 -2.32886 -0.22541 0.17598
H8 0.27967 -0.99193 1.07612
H9 -1.20546 -0.71350 1.88149
H10 -2.78578 -0.80373 -1.95132
H11 -2.77954 -2.33218 -2.59784
H12 -0.17438 -1.30055 -3.18627
H13 -1.44009 -1.59763 -4.31280
H14 -1.73989 0.54947 -4.36525
O2 3.80807 1.16536 -0.87218
H15 4.38605 1.20954 -0.10207
H16 3.04202 1.76653 -0.86309
O3 4.16345 -0.56498 1.55775
H17 3.37788 -0.06072 1.82224
H18 3.71390 -1.19575 0.97724
O4 2.19846 -0.98941 -0.77215
H19 2.77450 -0.19561 -0.87581
H20 2.27554 -1.50516 -1.57938
O5 1.22811 1.79301 0.11384
H21 0.43067 2.11801 -0.36659
H22 1.13375 0.89073 -0.24186
O6 0.03646 -0.07352 4.28037
H23 -0.91707 0.01078 4.32755
H24 0.35008 -0.89617 4.65710
O7 0.22664 2.61117 2.54107
H25 0.92031 2.32880 1.91845
H26 0.28928 2.01675 3.29626
O8 -0.74542 2.96017 -1.10016
H27 -1.23644 3.24722 -0.28151
H28 -1.36576 2.25982 -1.37957
O9 -1.94161 3.32060 1.33536
H29 -1.22048 2.76056 1.71495
H30 -1.71222 4.20244 1.66788

The following is a quantum chemistry calculation of a molecular structure, C5H31N2O10, from the OMol25 dataset.

Summary:
HOMO = -0.234 Ha
Frontier orbital gap = 0.3353 hartree
Net charge = -1

Cartesian coordinates (Å):
C1 1.26891 0.49135 -0.18450
N1 0.33263 -0.60412 -0.21589
C2 -1.11027 -0.25787 -0.23601
O1 -1.74638 0.26324 -1.34093
C3 1.28997 1.22288 1.15723
C4 0.20058 2.28658 1.03536
C5 -0.81259 2.16642 2.12778
N2 2.76604 1.59099 1.39331
H1 2.12970 -0.12008 -0.17080
H2 1.26100 1.16718 -1.11987
H3 0.48243 -0.93794 -1.31449
H4 -1.55420 -1.32435 -0.01230
H5 -1.40174 0.54067 0.49653
H6 1.01835 0.42948 1.92883
H7 -0.16999 2.24120 0.02327
H8 0.67733 3.17199 1.27150
H9 -1.88946 2.22350 1.85928
H10 -0.66084 2.98053 2.80288
H11 -0.93879 1.29604 2.66507
H12 2.91434 2.15839 2.19691
H13 2.99960 1.96854 0.41976
H14 4.93743 0.83582 0.56349
H15 4.34902 -0.48388 0.66864
O2 5.19112 -0.13886 0.66809
H16 2.19852 0.17187 -3.31720
H17 0.80611 -0.00111 -3.81835
O3 1.54681 0.49340 -3.96463
H18 -1.24071 -0.33850 -2.36320
H19 -0.45459 -1.84650 -3.30369
O4 -0.47750 -1.01804 -3.05392
H20 -2.63165 2.24527 -2.09564
H21 -1.46023 2.95494 -2.34894
O5 -2.36994 3.25222 -2.35447
H22 -0.30850 -1.18091 3.19422
H23 -1.11813 -2.23726 3.62785
O6 -0.76981 -1.38662 4.00067
H24 -3.68335 0.56204 0.28033
H25 -3.65798 -0.21958 -1.13911
O7 -3.95191 -0.22922 -0.13642
H26 2.02387 -1.91132 0.62774
H27 2.68390 -3.16589 0.83991
O8 2.77302 -2.30218 0.98698
H28 -1.11549 -2.41923 0.84312
H29 -2.40346 -2.68140 1.39978
O9 -1.55226 -3.12444 1.17992
H30 -1.71203 -3.34832 -1.43557
H31 -2.31876 -2.22969 -2.12278
O10 -2.34011 -3.20720 -2.20974